Record 1
{
  "formula": "C5H5N",
  "method": "the ωB97M-V functional and the def2-TZVPD basis",
  "symbols": ["C", "C", "C", "C", "C", "N", "H", "H", "H", "H", "H"],
  "coordinates": [[-2.62037, 0.30723, 0.49614], [-1.47910, 0.09494, 0.16142], [-0.18374, 0.33212, 0.09360], [0.55508, -1.02118, -0.32014], [0.55158, 1.34885, -0.25974], [1.62288, 1.80269, -0.48830], [-2.35280, -0.49149, 1.21471], [1.55862, -1.16325, -0.55401], [0.34118, -1.79957, 0.36963], [-0.14687, -1.41485, -1.06136], [2.15352, 2.00451, 0.34803]],
  "forces_ev_per_angstrom": [[-3.816, 0.008, 0.148], [-1.097, 1.632, -0.545], [4.845, -2.550, -1.899], [-3.241, -0.245, 0.140], [-0.801, -1.436, 1.521], [1.979, 2.201, -1.101], [-0.696, -0.683, 1.538], [1.739, 0.824, -0.691], [-0.027, -0.354, 1.687], [0.723, 0.209, -0.938], [0.393, 0.393, 0.139]],
  "smiles": "C#CC(C)=C=N",
  "spin_multiplicity": 1,
  "total_charge": 0,
  "relative_energy_ev": 6.652,
  "homo_lumo_gap_ev": 9.073
}

Record 2
{
  "formula": "C4H11N2S2",
  "method": "the ωB97M-V functional and the def2-TZVPD basis",
  "symbols": ["C", "N", "C", "C", "N", "C", "S", "S", "H", "H", "H", "H", "H", "H", "H", "H", "H", "H", "H"],
  "coordinates": [[-2.21789, 0.60770, 1.63376], [-1.45387, 0.05359, 0.50233], [-0.77927, 1.07881, -0.42442], [0.07313, 0.22169, -1.32864], [0.74269, -0.64643, -0.40963], [1.88760, -1.10143, -0.49720], [3.00269, -0.83333, -1.79757], [2.52049, -2.06007, 0.85326], [-1.86454, 1.29406, 2.38292], [-3.03236, 1.14454, 1.18782], [-2.74520, -0.00309, 2.26643], [-1.90650, -0.74346, 0.16313], [-0.54956, -0.49989, 0.82232], [-0.34375, 1.87659, 0.21586], [-1.64116, 1.44459, -0.92390], [-0.44549, -0.29827, -2.16493], [0.90017, 0.85348, -1.92402], [3.97948, -0.39765, -1.10861], [3.87335, -1.99143, 0.55110]],
  "forces_ev_per_angstrom": [[-1.250, 2.153, -1.116], [3.993, 0.549, 4.016], [-2.067, -1.020, 0.222], [3.074, 1.603, -1.884], [-1.680, -0.610, 0.344], [2.475, -0.486, 0.990], [-1.261, -0.230, -2.801], [0.636, 0.027, 0.147], [1.808, 0.443, -0.504], [-0.467, 0.591, -0.444], [-0.763, -2.943, 0.908], [-1.519, -0.940, -1.777], [-1.046, 1.061, -0.384], [0.100, -0.915, -0.507], [-0.401, 1.054, -0.855], [-0.159, 0.170, 0.929], [-1.814, -0.937, 1.302], [1.571, 0.536, 1.367], [-1.229, -0.107, 0.046]],
  "smiles": "C[NH2+]CCN=C(S)S",
  "spin_multiplicity": 1,
  "total_charge": 1,
  "relative_energy_ev": 1.478,
  "homo_lumo_gap_ev": 9.975
}

Record 3
{
  "formula": "C13H19N",
  "method": "the ωB97M-V functional and the def2-TZVPD basis",
  "symbols": ["C", "C", "C", "N", "C", "C", "C", "C", "C", "C", "H", "H", "H", "H", "H", "H", "H", "H", "H", "C", "C", "C", "C", "H", "H", "H", "H", "H", "H", "H", "H", "H", "H"],
  "coordinates": [[2.60376, 1.24911, 1.74951], [2.44364, 0.63261, 0.43955], [2.88898, 1.05798, -0.80594], [2.63008, 0.13972, -1.81188], [2.20315, -1.05237, -1.16171], [1.89984, -2.40351, -1.48677], [1.56199, -3.37606, -0.64549], [1.53718, -3.04389, 0.69827], [1.61273, -1.71910, 1.15509], [2.05635, -0.73650, 0.21409], [2.60203, 2.38219, 1.76348], [3.49563, 1.12627, 2.43681], [1.77377, 0.81742, 2.48074], [3.31777, 2.07222, -0.95531], [2.65178, 0.39336, -2.75606], [2.12644, -2.61055, -2.54017], [1.36985, -4.26045, -1.05836], [1.47693, -3.90628, 1.32217], [1.45979, -1.53940, 2.19625], [-2.86292, 2.31044, -0.57633], [-2.85798, 0.87022, -0.30214], [-2.20389, 0.73823, 1.13869], [-4.04772, 0.15344, -0.62010], [-3.51815, 2.87600, 0.25574], [-3.38417, 2.51993, -1.53762], [-1.86915, 2.75144, -0.50489], [-1.99268, 0.55827, -1.00334], [-2.60109, 1.25996, 1.90497], [-2.02166, -0.29134, 1.37519], [-1.26382, 1.16744, 1.00709], [-4.81035, 0.11510, 0.10052], [-4.44903, 0.62508, -1.51413], [-3.82910, -0.87696, -0.95790]],
  "forces_ev_per_angstrom": [[-0.927, 1.266, 3.820], [1.543, -0.957, -2.198], [-0.810, 1.367, 1.304], [0.311, -1.325, 2.725], [-0.830, -0.207, 1.687], [1.684, 3.221, -4.501], [0.852, 3.318, 1.906], [-0.712, 0.493, 0.788], [1.098, -1.333, -1.809], [-0.761, -0.107, 0.682], [-0.722, -1.155, -0.324], [-0.255, -0.792, -1.437], [1.265, 1.306, -1.551], [-0.396, -1.022, -0.467], [0.081, -0.177, -1.323], [-0.586, -0.397, 0.141], [-0.558, -3.799, -0.990], [-0.543, -0.066, 1.088], [0.205, 0.384, 0.460], [-2.787, 3.076, 1.168], [5.270, 0.313, 1.430], [0.163, -2.281, -3.760], [-1.186, -1.928, -2.375], [1.241, -0.992, -1.706], [0.676, 0.174, 0.429], [-0.086, 0.037, -0.298], [-1.300, -0.316, 0.909], [-2.152, 1.536, 2.403], [-0.119, -0.636, 0.420], [1.925, 0.657, -0.129], [-0.967, 0.107, 1.200], [-0.488, -0.020, -0.178], [-0.133, 0.255, 0.487]],
  "smiles": "Cc1c[nH]c2ccccc12.CC(C)C",
  "spin_multiplicity": 1,
  "total_charge": 0,
  "relative_energy_ev": 2.658,
  "homo_lumo_gap_ev": 8.639
}